[1]
DFT (ωB97M-V with the def2-TZVPD basis set) results for a 2-piece molecular cluster, C7H9Cl2N overall.

Summary:
* E_LUMO (spin up / spin down): -0.47 / -1.10 eV
* gap between HOMO and LUMO (spin up / spin down): 7.9 / 5.7 eV
* relative energy (zero: lowest compared OMol25 entry of this formula, charge and spin): 121.2 kcal per mole

Structure (XYZ):
```
19
C7H9Cl2N (ωB97M-V with the def2-TZVPD basis set)
C 0.03406 1.86869 1.08019
C -0.14224 1.81189 -0.32188
C 0.52142 0.76971 1.74542
C 0.32594 0.72984 -1.08687
C 0.42866 -0.48054 1.01518
C 0.64505 -0.41464 -0.42265
C 1.10764 -1.63395 -1.19553
N -2.51784 -0.84292 -0.84935
Cl -2.28642 -1.91255 0.38466
Cl -2.57908 0.76554 -0.38915
H -0.05142 2.74877 1.66514
H -0.59816 2.62586 -0.77498
H 0.75191 0.83790 2.83281
H 0.25415 0.74580 -2.15905
H 1.08258 -1.10812 1.40161
H -0.64864 -0.91312 1.07694
H 2.16430 -1.71766 -0.96571
H 0.94493 -1.42122 -2.27217
H 0.56316 -2.45929 -0.76463
```

Which charges does natural (NBO) predict for the atoms? In e, they are: -0.262 -0.130 -0.103 -0.277 -0.565 0.173 -0.644 -0.594 0.182 0.193 0.217 0.211 0.216 0.221 0.223 0.263 0.222 0.227 0.226

***

[2]
DFT (ωB97M-V with the def2-TZVPD basis set) results for one molecule with the formula C15H19N5O5.

Summary:
* SMILES: CCOc1ccc(NC(=O)COC(=O)Cn2cnnn2)cc1OCC
* E_LUMO: 0.16 eV
* gap between HOMO and LUMO: 8.3 eV
* relative energy (zero: lowest compared OMol25 entry of this formula, charge and spin): 1.2 kcal per mole

Structure (XYZ):
```
44
C15H19N5O5 (ωB97M-V with the def2-TZVPD basis set)
C -6.00686 -1.65404 -1.47387
C -5.72523 -2.07694 -0.03644
H -6.18552 -3.04849 0.16505
H -6.12720 -1.34082 0.66471
O -4.34790 -2.31002 0.20286
C -3.42087 -1.32073 0.08757
C -2.12976 -1.76600 -0.17881
C -1.05284 -0.90913 -0.28469
C -1.26225 0.45119 -0.12864
C -2.54351 0.92221 0.14628
C -3.62658 0.06357 0.26967
O -4.88808 0.49656 0.56745
C -5.15201 1.88121 0.65744
C -6.64493 2.04404 0.89942
H -6.89334 3.09838 0.97884
H -7.20518 1.60588 0.07782
H -6.92822 1.54101 1.81983
H -4.86280 2.38448 -0.27622
H -4.58499 2.32251 1.48901
H -2.68431 1.98393 0.28247
N -0.23386 1.40776 -0.22745
C 1.06450 1.21206 -0.53188
O 1.60113 0.15959 -0.79065
C 1.88009 2.52647 -0.53451
H 1.82887 2.99781 0.45365
H 1.52971 3.20905 -1.30991
O 3.21795 2.20436 -0.86194
C 3.85234 1.46210 0.05303
O 3.46933 1.29096 1.17506
C 5.13938 0.88108 -0.52310
N 5.30058 -0.46615 -0.06653
C 4.39774 -1.47390 -0.00422
N 4.99958 -2.52549 0.48421
N 6.25513 -2.16096 0.71862
N 6.45361 -0.95291 0.40474
H 3.37554 -1.39007 -0.30530
H 5.09732 0.92343 -1.61589
H 6.00140 1.45387 -0.16778
H -0.52524 2.35537 -0.02962
H -0.06919 -1.29181 -0.49028
H -1.99098 -2.82823 -0.29894
H -5.57811 -2.37479 -2.16635
H -7.08003 -1.60254 -1.63566
H -5.57439 -0.67746 -1.67619
```

Which charges does natural (NBO) predict for the atoms? In e, they are: -0.639 -0.062 0.186 0.188 -0.512 0.313 -0.238 -0.265 0.214 -0.344 0.242 -0.515 -0.060 -0.618 0.216 0.214 0.216 0.171 0.172 0.209 -0.606 0.667 -0.618 -0.180 0.219 0.218 -0.489 0.799 -0.569 -0.318 -0.193 0.154 -0.295 -0.066 -0.064 0.242 0.234 0.261 0.396 0.251 0.229 0.213 0.214 0.208

***

[3]
DFT (ωB97M-V with the def2-TZVPD basis set) results for a 3-piece molecular cluster, C4H13NO2 overall.

Summary:
* multiplicity: 2
* E_LUMO (spin up / spin down): -3.49 / -8.18 eV
* <S²>: 0.75
* net charge: +1
* gap between HOMO and LUMO (spin up / spin down): 9.5 / 4.8 eV
* relative energy (zero: lowest compared OMol25 entry of this formula, charge and spin): 38.4 kcal per mole

Structure (XYZ):
```
20
C4H13NO2 (ωB97M-V with the def2-TZVPD basis set)
C -0.90837 2.61537 0.06988
N 0.25667 3.29017 -0.53289
C 1.40491 2.51185 -0.11713
C 0.82717 1.13141 0.42748
C -0.65886 1.12247 0.07379
H -0.97599 2.94951 1.09786
H -1.77687 2.86888 -0.52834
H 0.11929 4.30493 -0.53784
H 1.89668 2.24038 -1.11978
H 2.22114 2.99110 0.41995
H 0.84867 1.17534 1.53667
H 1.36821 0.24400 0.05902
H -0.72516 0.61735 -0.88840
H -1.40160 0.69124 0.79525
H -0.67205 -5.86438 1.44722
H 0.25671 -5.90781 0.20408
O -0.40876 -6.39502 0.69184
H 0.40323 -1.86368 -0.53772
H -1.11556 -1.79560 -0.64252
O -0.36758 -2.40490 -0.72086
```

Which charges does natural (NBO) predict for the atoms? In e, they are: -0.274 -0.126 -0.301 -0.411 -0.428 0.264 0.256 0.440 0.299 0.292 0.240 0.248 0.231 0.265 0.468 0.470 -0.938 0.453 0.462 -0.910

***

[4]
DFT (ωB97M-V with the def2-TZVPD basis set) results for C17H15AsN3ORhS9 as an isolated structure.

Summary:
* E_LUMO (spin up / spin down): 2.74 / 2.74 eV
* net charge: -2
* gap between HOMO and LUMO (spin up / spin down): 3.7 / 3.8 eV

Structure (XYZ):
```
47
C17H15AsN3ORhS9 (ωB97M-V with the def2-TZVPD basis set)
Rh 0.49286 1.21122 0.84246
S 4.62966 -4.83188 0.38636
C 3.66756 -3.50678 0.56926
S 4.28956 -1.87668 0.59666
C 2.74786 -1.05448 0.83336
C 1.63926 -1.84838 0.88376
S 0.02026 -1.33698 1.09176
S 1.92656 -3.58148 0.73686
S 2.78756 0.65112 0.97396
S -0.96734 7.49342 1.95956
As -1.93924 5.61772 2.06456
S -0.29664 4.02552 1.30536
S -1.45214 2.46552 0.80496
S -2.38144 5.14342 4.08446
N -5.14754 -3.59128 -6.48704
C -4.36794 -3.02768 -5.84014
C -3.42174 -2.35578 -5.07284
C -2.05514 -2.40258 -5.42964
C -1.11094 -1.75218 -4.68494
C -1.46884 -1.02088 -3.53444
C -2.83354 -0.97968 -3.17554
C -3.78264 -1.62498 -3.91794
N -0.51214 -0.35348 -2.77984
C 0.84816 -0.31628 -2.99014
C 1.38926 0.43952 -1.99434
N 0.39806 0.88852 -1.17714
C -0.73524 0.40122 -1.67484
H -1.76444 -2.96878 -6.30304
H -0.07664 -1.80528 -4.98874
H -3.13984 -0.42908 -2.30004
H -4.82404 -1.58568 -3.62574
H 1.32606 -0.81238 -3.80904
H 2.41866 0.69062 -1.83274
H -1.69974 0.58912 -1.25024
C 2.25426 1.23112 4.50756
C 1.24486 0.15662 4.92766
C 0.03536 0.41992 4.01026
O 0.40776 1.45462 3.11166
C 1.37856 2.24422 3.77516
H 2.97606 0.81172 3.80526
H 2.78816 1.66992 5.34616
H 0.96156 0.24922 5.97836
H 1.64236 -0.84398 4.76666
H -0.83514 0.75502 4.58846
H -0.24794 -0.45558 3.41736
H 0.87336 2.92502 4.47606
H 1.91686 2.82782 3.02466
```

Which charges does natural (NBO) predict for the atoms? In e, they are: 0.528 -0.196 -0.549 0.440 -0.434 -0.449 -0.275 0.434 -0.282 -0.790 0.618 -0.225 -0.325 -0.794 -0.335 0.289 -0.229 -0.136 -0.255 0.305 -0.257 -0.119 -0.383 -0.119 -0.020 -0.394 0.249 0.223 0.222 0.237 0.227 0.214 0.249 0.238 -0.441 -0.436 -0.084 -0.520 -0.070 0.230 0.199 0.195 0.209 0.178 0.226 0.189 0.218

***

| no. | strongest force on any atom (eV/A) |
| --- | --- |
| 1 | 4.98 |
| 2 | 1.38 |
| 3 | 3.38 |
| 4 | 2.60 |